Entry 1:
A structure of composition C23H20AuClNO2P, computed with ωB97M-V/def2-TZVPD.

The geometry in XYZ format:
```
49
Properties=species:S:1:pos:R:3:lowdin_charge:R:1
Au 0.911 2.352 2.025 0.8138
Cl -0.536 3.576 0.812 -0.1000
P -0.391 -0.148 -0.341 1.0574
O 0.128 3.864 5.740 -0.0478
O 0.145 3.114 3.809 -0.3403
N 0.875 3.485 4.840 -0.2265
C 1.043 -1.432 -4.022 -0.0834
C 0.783 -4.346 1.252 -0.0872
C 1.694 -3.286 1.240 -0.0899
C -2.823 -0.604 -1.789 -0.0827
C 1.311 -2.037 0.768 -0.1156
C 2.979 1.436 2.231 -0.1502
C -4.214 -0.676 -1.874 -0.0828
C 0.199 -0.256 -2.071 -0.3896
C 1.070 -0.241 -4.745 -0.0887
C -3.013 -0.003 0.550 -0.1014
C 0.610 -1.444 -2.695 -0.0843
C 0.666 0.949 -4.133 -0.0872
C -0.903 -2.896 0.295 -0.0782
C 2.836 2.391 3.315 -0.1586
C 0.004 -1.827 0.275 -0.3893
C 0.246 0.948 -2.808 -0.1046
C -4.397 -0.090 0.459 -0.0825
C -5.004 -0.424 -0.754 -0.0862
C 2.827 3.586 1.301 -0.1261
C -2.202 -0.272 -0.575 -0.3856
C -0.513 -4.145 0.783 -0.0785
C 2.924 2.176 0.987 -0.1796
C 2.722 3.712 2.738 -0.1159
H 2.707 -3.436 1.608 0.1023
H -1.915 -2.753 -0.076 0.1024
H 2.017 -1.209 0.770 0.0790
H 3.028 0.354 2.342 0.1017
H -0.055 1.875 -2.326 0.0961
H -2.540 0.271 1.489 0.1002
H 2.650 4.390 0.587 0.1143
H 2.935 1.748 -0.012 0.1085
H -5.008 0.111 1.337 0.1052
H 0.586 -2.380 -2.144 0.1007
H -6.090 -0.482 -0.824 0.1029
H 1.359 -2.362 -4.491 0.1036
H 2.774 2.149 4.381 0.1113
H -2.216 -0.809 -2.666 0.1005
H -4.680 -0.934 -2.824 0.1034
H 2.524 4.641 3.283 0.1249
H 1.407 -0.235 -5.781 0.1025
H -1.231 -4.964 0.792 0.1051
H 1.084 -5.321 1.631 0.1032
H 0.688 1.883 -4.690 0.1037
```

Computed properties:
**<S²>**: 2.010
**Spin multiplicity**: 3
**Charge**: 0
**Frontier orbital gap (spin up / spin down)**: 8.44 / 5.56 eV

Entry 2:
A structure of composition C23H20BrF13IrO3PSSbSe2, computed with ωB97M-V/def2-TZVPD.

The geometry in XYZ format:
```
66
Properties=species:S:1:pos:R:3:lowdin_charge:R:1
Ir -0.124 0.554 0.351 0.9906
Sb -0.028 1.591 4.253 1.4686
Br 1.346 1.696 -3.323 0.9361
Se -1.259 2.234 -1.000 0.9569
Se -0.772 4.713 1.868 1.3230
S 1.454 -0.845 2.817 0.6684
P 0.314 -0.944 -1.305 0.9965
F -1.439 -0.470 -6.985 0.1953
F 2.523 -3.164 2.533 0.1833
F -1.766 1.026 3.876 -0.2957
F 0.501 -3.220 3.309 0.1931
F 0.095 1.791 2.249 -0.4802
F -1.484 -2.785 -2.978 0.1333
F -1.911 0.167 0.924 -0.4795
F 2.135 -2.609 4.593 0.2081
F -0.162 1.303 6.066 -0.2699
F -0.642 3.390 4.234 -0.3683
F 0.155 1.399 -5.951 0.1116
F -2.231 -2.577 -5.464 0.1792
F 1.728 2.182 4.262 -0.2854
O 0.629 -0.996 1.599 -0.4177
O 2.707 -0.204 2.669 -0.1922
O 0.593 -0.304 3.938 -0.3579
C -0.211 -0.767 -3.045 -0.2717
C -1.715 -3.938 0.473 -0.0367
C -0.222 0.394 -5.180 -0.2627
C 0.819 -3.592 -0.631 -0.0596
C -1.452 -1.642 -4.963 -0.1269
C 4.417 -1.023 -1.561 -0.0216
C -0.797 -4.982 0.478 -0.0360
C 3.689 0.768 -0.107 -0.0373
C -1.590 5.985 3.051 -0.2878
C -1.051 -0.574 -5.738 -0.1170
C -2.258 3.484 1.599 -0.4592
C 1.665 -2.607 3.368 -0.6724
C -0.110 -2.555 -0.655 -0.3706
C -2.687 1.212 -1.836 -0.2852
C -1.033 -1.729 -3.640 -0.2002
C 0.466 -4.809 -0.066 -0.0439
C 0.199 0.306 -3.867 -0.5698
C 4.708 0.026 -0.699 -0.0148
C 2.388 0.421 -0.403 -0.2250
C -2.564 3.191 0.146 -0.4504
C 3.100 -1.376 -1.828 -0.0530
C 2.076 -0.653 -1.233 -0.4029
C -1.374 -2.722 -0.088 -0.0973
H 1.815 -3.461 -1.031 0.0972
H -2.771 4.099 -0.421 0.0824
H -2.695 -4.072 0.911 0.1220
H -2.083 -1.904 -0.067 0.0953
H 3.913 1.595 0.551 0.1314
H -1.068 -5.933 0.917 0.1220
H -2.271 0.631 -2.648 0.0124
H -3.128 3.947 2.065 0.1044
H -2.012 2.582 2.152 0.0294
H -2.039 5.435 3.876 0.0547
H 5.738 0.280 -0.491 0.1272
H -0.808 6.654 3.399 0.0544
H -3.397 1.935 -2.231 0.0597
H 1.625 1.181 -0.062 0.0475
H -2.344 6.532 2.484 0.0630
H -3.458 2.570 0.134 0.0875
H 1.182 -5.620 -0.049 0.1212
H 5.223 -1.575 -2.025 0.1257
H -3.131 0.576 -1.075 0.0431
H 2.885 -2.198 -2.498 0.1241
```

Computed properties:
**<S²>**: 0.753
**Energy relative to the best compared isomer or geometry (same formula, charge and spin)**: 0.0 kcal/mol
**Spin multiplicity**: 2
**Charge**: +2
**Frontier orbital gap (spin up / spin down)**: 7.96 / 5.52 eV

Entry 3:
A structure of composition C23H20BrF13IrO3PSSbSe2, computed with ωB97M-V/def2-TZVPD.

The geometry in XYZ format:
```
66
Properties=species:S:1:pos:R:3:lowdin_charge:R:1
Ir -1.944 -0.186 0.617 1.0350
Sb -3.621 -2.234 -1.411 1.4449
Br -3.934 1.240 0.748 1.0873
Se 0.576 -4.309 -0.999 1.3211
Se 3.261 -1.841 0.755 0.9336
S -0.643 -1.669 2.416 0.6320
P -0.681 1.646 0.301 0.9596
F -0.018 4.525 -0.215 0.1425
F -5.296 3.868 0.767 0.1302
F -2.101 -0.894 -1.389 -0.4347
F -0.573 -4.054 3.437 0.1894
F -4.282 6.340 0.345 0.1972
F -2.448 -3.004 3.751 0.1991
F -4.692 -0.711 -1.381 -0.3574
F -3.312 -1.947 0.520 -0.4235
F -5.020 -3.381 -1.074 -0.2780
F -1.642 6.656 -0.154 0.1863
F -3.503 -2.304 -3.250 -0.2937
F -2.292 -3.547 -1.248 -0.3676
F -1.983 -3.865 1.809 0.1553
O -1.664 -0.555 2.605 -0.4284
O 0.536 -1.585 3.184 -0.1909
O -0.512 -1.671 0.907 -0.4484
C 1.276 2.115 3.801 -0.0388
C 2.777 2.845 2.065 -0.0379
C -1.306 4.346 0.048 -0.1839
C -1.492 -3.285 2.891 -0.6616
C 1.833 2.535 1.102 -0.0816
C -0.524 1.560 -3.728 -0.0397
C -3.487 5.299 0.324 -0.1101
C 0.324 1.796 2.847 -0.0844
C 2.505 -4.188 -0.804 -0.4744
C 1.643 0.847 -2.952 -0.0546
C -0.931 1.748 -2.419 -0.0798
C 1.243 1.023 -1.636 -0.0845
C 0.607 1.988 1.490 -0.3293
C -2.133 5.459 0.069 -0.1149
C 2.504 2.629 3.409 -0.0310
C -3.150 2.949 0.520 -0.4974
C -0.046 1.487 -1.366 -0.3429
C -1.797 3.068 0.283 -0.2862
C 3.094 -2.769 -0.945 -0.5503
C 0.463 -3.910 -2.873 -0.2787
C -4.001 4.028 0.545 -0.2380
C 0.764 1.117 -3.994 -0.0392
C 4.823 -2.794 1.412 -0.3753
H 4.079 -2.834 -1.402 0.0805
H -0.631 1.413 3.165 0.0923
H -0.584 -3.756 -3.105 0.0289
H 1.932 0.802 -0.837 0.0832
H 2.712 -4.623 0.171 0.0588
H 3.245 2.879 4.157 0.1223
H 3.725 3.270 1.764 0.1215
H 2.891 -4.866 -1.572 0.0921
H -1.936 2.105 -2.223 0.1166
H 0.853 -4.777 -3.409 0.0680
H 5.658 -2.653 0.732 0.0345
H 1.056 1.966 4.850 0.1232
H 2.046 2.745 0.062 0.1053
H 1.088 0.993 -5.019 0.1208
H -1.208 1.769 -4.540 0.1233
H 1.061 -3.029 -3.097 0.0473
H 2.653 0.520 -3.165 0.1171
H 2.487 -2.131 -1.588 0.0314
H 5.065 -2.356 2.377 0.0302
H 4.607 -3.850 1.552 0.0260
```

Computed properties:
**<S²>**: 0.753
**Energy relative to the best compared isomer or geometry (same formula, charge and spin)**: 1.2 kcal/mol
**Spin multiplicity**: 2
**Charge**: +2
**Frontier orbital gap (spin up / spin down)**: 6.97 / 4.59 eV

Entry 4:
A structure of composition C23H20BrN6O3Pb, computed with ωB97M-V/def2-TZVPD.

The geometry in XYZ format:
```
54
Properties=species:S:1:pos:R:3:lowdin_charge:R:1
Pb 0.019 0.220 0.450 1.4740
Br 1.348 2.082 2.307 0.8077
O 1.026 -0.769 -6.368 0.2904
O -1.683 0.680 2.117 -0.2651
O 0.006 -0.470 -8.442 0.4493
N 1.013 -0.608 2.771 -0.1016
N -1.906 0.906 -1.280 -0.0091
N -2.945 1.599 3.751 0.0469
N 2.403 -0.557 -0.500 -0.0081
N -2.785 -0.688 3.560 0.2023
N 0.334 -0.280 -2.315 0.1026
C -3.016 0.841 -3.389 0.0181
C -2.617 2.972 3.393 -0.0330
C -3.010 1.423 -0.745 -0.1034
C 3.642 -1.877 -2.057 0.0192
C 1.741 -0.972 -4.101 0.1033
C 0.468 -0.601 -7.423 -0.0998
C -0.463 -0.059 -4.547 0.0959
C -2.451 0.539 3.108 -0.5767
C 2.147 -0.717 5.291 -0.0018
C 4.529 -1.477 0.117 0.0016
C 3.389 -0.729 0.378 -0.1154
C 1.485 0.472 3.372 -0.6944
C -1.896 0.626 -2.597 -0.2091
C 0.734 -0.592 -4.944 -0.0942
C -0.635 0.072 -3.162 -0.1554
C 2.063 0.499 4.619 -0.0552
C -4.162 1.684 -1.475 0.0028
C 2.542 -1.095 -1.727 -0.2116
C 4.644 -2.083 -1.119 0.0032
C 1.099 -1.770 3.425 -0.1048
C 1.658 -1.866 4.688 -0.0117
C -4.164 1.379 -2.821 0.0008
C 1.495 -0.782 -2.736 -0.1555
H -3.027 0.589 -4.439 0.1142
H -5.030 2.109 -0.992 0.1290
H 5.501 -2.699 -1.358 0.1346
H -2.505 -1.498 3.041 0.1147
H -3.484 -0.818 4.273 0.1256
H -3.534 1.451 4.554 0.1547
H -3.129 3.640 4.078 0.1027
H 5.296 -1.577 0.872 0.1296
H 0.710 -2.642 2.913 0.1254
H -2.944 3.202 2.379 0.0844
H 2.596 -0.759 6.275 0.1347
H 2.439 1.415 5.053 0.1255
H 3.272 -0.242 1.336 0.0927
H -2.965 1.625 0.317 0.0915
H 1.710 -2.823 5.188 0.1275
H 2.669 -1.361 -4.493 0.1430
H -1.544 3.145 3.463 0.0714
H 3.730 -2.338 -3.030 0.1188
H -5.042 1.552 -3.429 0.1339
H -1.214 0.266 -5.252 0.1336
```

Computed properties:
**Energy relative to the best compared isomer or geometry (same formula, charge and spin)**: 11.1 kcal/mol
**Charge**: +3
**Frontier orbital gap**: 8.08 eV